[1]
ORCA calculation (wB97M-V/def2-TZVPD) on the molecule C5H10FNO.

Geometry as XYZ:
```
18
Properties=species:S:1:pos:R:3:forces:R:3
C -0.591 3.037 0.286 -0.176 -2.488 0.056
C -0.621 1.602 0.418 -0.430 4.579 3.158
O -0.315 0.782 -0.587 -0.874 -0.766 1.449
C -0.560 -0.573 -0.092 2.849 0.061 1.915
C 0.632 -1.037 0.832 -1.106 -1.677 -0.516
N 1.879 -1.203 0.060 2.019 1.209 -1.327
C -0.547 -1.330 -1.343 -1.106 -2.537 0.564
F -1.784 -1.074 -1.814 -2.259 0.931 -2.272
H -0.379 3.526 -0.789 -0.468 -1.259 2.787
H -0.804 3.718 1.219 0.424 -1.600 -2.169
H -0.886 0.985 1.574 0.825 2.504 -3.689
H -1.482 -0.622 0.555 0.653 -0.006 -1.275
H 0.141 -2.009 1.268 1.632 1.119 -0.954
H 0.735 -0.420 1.696 0.058 0.812 0.619
H 2.239 -0.291 -0.480 -1.403 -2.631 1.997
H 2.744 -1.701 0.444 -2.247 1.134 -0.236
H 0.238 -0.944 -1.968 0.212 -0.216 -0.531
H -0.637 -2.447 -1.279 1.396 0.830 0.425
```
Forces are in eV/Å.

Properties
* SMILES string: C=CO[C@H](CN)CF
* LUMO: 0.98 eV
* energy above the lowest of the compared OMol25 structures with the same formula, charge and spin: 340.8 kJ/mol
* E_HOMO: -8.498 eV

---

[2]
ORCA calculation (wB97M-V/def2-TZVPD) on a 12-piece molecular cluster, C40H46F12NO36 overall.

Geometry as XYZ:
```
135
Properties=species:S:1:pos:R:3:forces:R:3
C -3.322 5.679 1.926 0.155 0.412 0.329
N -3.637 4.420 1.144 -0.218 2.080 -0.074
C -5.031 4.691 0.610 -0.427 -0.941 0.609
C -5.900 3.338 0.620 0.032 0.856 -1.443
O -6.890 3.445 1.693 0.831 -1.360 0.018
C -2.645 4.382 0.029 0.705 -0.177 -1.078
C -1.167 3.894 0.515 -0.718 0.650 0.803
C -1.208 2.973 1.823 -0.115 -0.277 -0.622
F -0.119 2.001 1.677 -0.939 1.069 0.458
C -3.053 3.431 -1.191 -1.290 -1.501 -5.111
O -3.301 2.176 -1.055 0.831 3.292 1.256
O -3.113 3.950 -2.485 0.584 -0.561 5.322
H -2.221 5.761 2.213 -1.364 -0.305 -0.397
H -3.579 6.619 1.302 0.403 -1.266 0.891
H -3.942 5.709 2.886 0.806 -0.092 -1.319
H -5.564 5.408 1.342 0.772 -1.158 -1.261
H -4.988 5.183 -0.422 -0.023 -0.705 1.217
H -5.268 2.395 0.700 -0.609 1.462 -0.044
H -6.441 3.300 -0.402 0.588 -0.126 1.658
H -6.772 2.644 2.255 -0.178 1.025 -0.666
H -2.564 5.463 -0.372 0.071 -1.647 0.206
H -0.594 4.865 0.757 -0.529 -1.744 -0.475
H -0.670 3.299 -0.320 -0.644 0.932 1.170
H -2.168 2.346 1.914 1.516 1.143 -0.291
H -1.013 3.563 2.790 -0.243 -0.959 -1.452
C 3.266 5.648 2.122 1.012 -0.288 0.462
C 2.551 6.204 0.934 -0.448 -0.482 -0.330
O 1.597 7.076 1.509 0.603 0.240 0.260
C 2.154 7.506 2.676 -0.364 0.936 1.036
O 1.764 8.452 3.299 0.270 -0.750 -0.477
O 3.213 6.733 3.043 -0.755 0.560 -0.264
F 1.897 5.227 0.262 0.037 0.073 -0.215
H 2.755 4.781 2.553 -0.175 0.060 -0.212
H 4.300 5.369 1.895 -0.758 0.654 0.545
H 3.191 6.763 0.245 -0.127 -0.110 -0.097
C 3.917 1.119 0.156 -0.135 -1.038 0.351
C 4.109 1.818 -1.151 -0.753 -0.076 -0.527
O 4.182 3.180 -0.778 0.679 -0.144 0.578
C 4.695 3.185 0.482 0.304 0.514 0.605
O 5.147 4.159 1.020 0.320 -1.445 -0.985
O 4.638 1.954 1.056 0.169 0.963 -0.346
F 3.037 1.649 -1.957 0.156 0.033 -0.175
H 2.867 1.077 0.462 0.008 0.113 -0.229
H 4.320 0.107 0.150 0.099 0.260 0.228
H 5.021 1.533 -1.684 -0.122 0.054 -0.115
C 1.632 -3.271 -1.426 -0.735 -0.930 -0.276
C 2.628 -2.387 -2.102 -0.352 0.446 -0.665
O 3.062 -1.536 -1.057 0.185 -0.664 0.347
C 2.933 -2.269 0.084 0.093 -0.161 1.226
O 3.451 -1.983 1.126 -0.328 -0.153 -0.676
O 2.152 -3.367 -0.108 0.689 0.877 0.273
F 2.039 -1.631 -3.057 0.197 0.036 -0.105
H 0.632 -2.829 -1.391 0.174 0.228 -0.122
H 1.564 -4.256 -1.892 0.159 0.262 0.262
H 3.486 -2.916 -2.525 -0.051 0.133 -0.073
C 5.032 -5.960 3.701 -0.077 -0.234 0.798
C 5.192 -4.495 3.448 0.193 0.352 0.139
O 5.437 -4.433 2.058 -0.490 -0.395 0.101
C 4.793 -5.510 1.529 -0.343 -0.447 -1.341
O 4.549 -5.642 0.365 0.285 0.069 0.853
O 4.453 -6.415 2.487 -0.020 0.791 -0.503
F 6.276 -4.003 4.098 0.101 0.237 0.095
H 5.983 -6.465 3.862 -0.057 0.449 -0.003
H 4.378 -6.166 4.550 -0.073 -0.076 -0.223
H 4.310 -3.896 3.693 0.195 0.163 -0.004
C -8.193 7.133 -2.064 -0.554 -0.950 -0.182
C -7.212 8.049 -2.723 -0.104 0.323 -0.437
O -6.810 8.902 -1.671 0.060 -0.587 0.139
C -6.929 8.159 -0.535 0.428 0.038 1.587
O -6.430 8.450 0.512 -0.496 -0.157 -0.875
O -7.681 7.040 -0.740 0.488 0.745 -0.023
F -7.812 8.801 -3.681 0.111 0.272 -0.149
H -9.204 7.549 -2.034 0.143 0.155 -0.153
H -8.231 6.153 -2.539 0.073 0.063 0.209
H -6.337 7.545 -3.143 -0.092 0.131 -0.119
C 7.222 -0.734 3.625 -0.663 -0.833 -0.210
C 8.216 0.154 2.947 -0.238 0.595 -0.434
O 8.646 1.008 3.987 0.096 -0.710 0.185
C 8.521 0.279 5.132 0.420 0.277 1.487
O 9.035 0.569 6.172 -0.458 -0.221 -0.858
O 7.743 -0.824 4.944 0.486 0.535 -0.005
F 7.624 0.905 1.988 0.153 0.016 -0.172
H 6.220 -0.296 3.660 0.154 0.168 -0.162
H 7.158 -1.719 3.160 0.067 0.019 0.242
H 9.076 -0.374 2.525 -0.053 0.137 -0.110
C 1.270 -8.031 -0.550 0.537 -0.111 0.970
C 0.702 -8.825 -1.682 -0.610 -0.336 0.058
O 0.263 -7.830 -2.585 0.698 0.175 0.101
C 1.086 -6.764 -2.379 0.213 1.101 -0.597
O 1.193 -5.842 -3.139 -0.151 -0.930 0.623
O 1.777 -6.879 -1.210 -0.436 0.054 -0.858
F -0.371 -9.547 -1.281 -0.030 -0.184 -0.110
H 0.511 -7.729 0.177 -0.116 -0.146 -0.186
H 2.065 -8.563 -0.025 0.075 0.228 -0.120
H 1.424 -9.479 -2.179 -0.171 -0.081 0.022
C -9.512 8.677 -7.686 0.644 0.369 -0.667
C -10.751 8.941 -6.890 -0.617 -0.112 -0.173
O -10.830 7.819 -6.036 0.556 0.381 0.009
C -9.541 7.417 -5.844 0.828 -1.062 0.941
O -9.191 6.675 -4.977 -0.388 0.480 -0.733
O -8.699 7.974 -6.759 -0.539 -0.157 0.452
F -11.848 8.955 -7.687 -0.190 0.137 0.030
H -9.698 8.045 -8.559 -0.230 0.051 0.111
H -9.025 9.596 -8.017 0.123 -0.150 0.164
H -10.715 9.856 -6.293 -0.170 -0.029 -0.084
C 4.633 -11.437 2.532 -0.236 -1.010 0.319
C 4.830 -10.739 1.225 -0.345 0.040 -0.319
O 4.914 -9.378 1.597 0.523 -0.336 0.408
C 5.428 -9.376 2.858 0.397 0.860 0.828
O 5.888 -8.408 3.393 -0.156 -1.555 -0.394
O 5.361 -10.608 3.432 0.203 0.793 -0.357
F 3.752 -10.901 0.418 -0.009 0.022 -0.259
H 3.579 -11.471 2.840 0.690 0.196 -0.459
H 5.030 -12.453 2.526 0.203 0.180 0.131
H 5.739 -11.031 0.691 -0.166 0.067 -0.184
C 0.442 -13.782 5.332 -0.921 -0.391 0.212
C 1.754 -13.437 5.963 0.494 -0.549 0.341
O 2.496 -12.900 4.886 -0.604 0.425 -0.098
C 1.575 -12.350 4.048 -0.180 0.692 -1.001
O 1.840 -11.575 3.174 -0.915 -0.718 0.835
O 0.316 -12.782 4.330 0.784 0.319 -0.113
F 2.385 -14.547 6.411 0.099 0.063 0.125
H 0.447 -14.769 4.862 0.226 0.042 0.116
H -0.386 -13.735 6.041 0.011 0.171 -0.197
H 1.687 -12.699 6.767 0.137 -0.126 0.017
C -3.105 5.115 -5.360 0.486 -0.343 1.042
C -3.663 4.335 -6.506 -0.571 -0.377 0.344
O -4.122 5.341 -7.389 0.640 0.259 -0.049
C -3.317 6.417 -7.164 0.311 1.193 -0.289
O -3.228 7.356 -7.904 -0.165 -0.664 0.483
O -2.621 6.292 -6.002 -0.440 0.128 -1.082
F -4.721 3.586 -6.118 -0.031 -0.146 -0.240
H -3.867 5.389 -4.625 0.029 -0.279 -0.061
H -2.301 4.587 -4.847 -0.122 0.228 0.102
H -2.931 3.703 -7.018 -0.182 -0.088 -0.010
```
Forces are in eV/Å.

Properties
* total charge: -1
* LUMO: 0.87 eV
* E_HOMO: -4.502 eV

---

[3]
ORCA calculation (wB97M-V/def2-TZVPD) on C6H12N2O as an isolated structure.

Geometry as XYZ:
```
21
Properties=species:S:1:pos:R:3:forces:R:3
C 0.714 0.837 -1.761 -0.411 2.977 -0.244
C 0.113 1.798 -0.938 1.626 -0.354 -2.220
C -2.117 -0.158 0.212 0.114 0.168 -0.312
N 1.589 -0.961 0.049 1.227 1.237 -0.795
C 0.306 -0.669 -0.575 -1.992 -2.606 2.594
C -0.651 0.082 0.443 0.272 -1.173 1.168
N 1.604 -1.856 1.143 -0.649 -0.184 -0.371
C -0.214 0.600 1.613 -0.053 -0.007 -1.135
O -0.228 -1.563 -1.271 0.496 1.405 0.030
H 2.224 -1.315 -0.662 -0.239 -0.043 0.155
H 0.812 -2.501 1.083 0.245 0.135 0.131
H 1.555 -1.337 2.010 -0.160 -0.039 -0.080
H 0.194 0.562 -2.669 -0.161 -0.335 0.249
H 1.794 0.875 -1.867 -0.027 -0.385 0.428
H -0.879 2.178 -1.134 -0.238 -0.353 0.236
H 0.710 2.381 -0.252 -0.056 -0.258 0.242
H -2.347 -1.210 0.375 0.010 -0.054 -0.075
H -2.736 0.440 0.879 0.077 0.053 0.026
H -2.383 0.065 -0.822 -0.081 -0.049 -0.008
H 0.841 0.751 1.794 0.086 -0.182 0.086
H -0.901 1.002 2.348 -0.087 0.048 -0.103
```
Forces are in eV/Å.

Properties
* LUMO (alpha / beta): -0.52 / -0.52 eV
* energy above the lowest of the compared OMol25 structures with the same formula, charge and spin: 495.8 kJ/mol
* E_HOMO (alpha / beta): -8.600 / -8.601 eV

---

[4]
ORCA calculation (wB97M-V/def2-TZVPD) on the molecule C5H6F2.

Geometry as XYZ:
```
13
Properties=species:S:1:pos:R:3:forces:R:3
C -2.413 0.445 -0.372 -0.494 -0.647 0.014
C -1.174 0.481 0.081 0.477 0.208 -0.343
C -0.371 -0.751 0.057 -0.880 2.182 0.171
C 0.937 -0.772 0.058 1.551 -1.990 0.079
C 2.023 0.246 0.227 -0.037 -1.040 0.224
F 3.110 -0.094 -0.566 -0.674 0.458 -0.067
F 1.620 1.504 -0.053 0.360 0.066 -0.028
H -2.786 -0.533 -0.718 -0.221 0.703 0.194
H -3.042 1.321 -0.384 -0.144 -0.039 -0.206
H -0.700 1.430 0.329 -0.117 -0.283 0.174
H -0.971 -1.635 0.034 0.081 -0.696 -0.143
H 1.345 -1.793 0.064 0.256 0.467 -0.095
H 2.422 0.152 1.244 -0.157 0.610 0.025
```
Forces are in eV/Å.

Properties
* SMILES string: C=C/C=C\C(F)F
* LUMO: 0.81 eV
* energy above the lowest of the compared OMol25 structures with the same formula, charge and spin: 7.6 kJ/mol
* E_HOMO: -9.389 eV